Entry 1:
Computed, not measured: a 5-piece molecular cluster, C7H24N9O5 overall at a distorted geometry, with wB97M-V/def2-TZVPD.

Geometry as XYZ:
```
45
Properties=species:S:1:pos:R:3:lowdin_charge:R:1
O 0.285 5.589 1.484 -0.0027
O -1.267 -4.823 0.803 -0.0029
O -1.642 3.382 -2.602 0.0233
O 2.191 -3.551 -0.482 0.0135
O 2.442 0.785 1.939 -0.2169
N 2.292 5.022 2.334 0.1378
N -3.303 1.863 -2.708 0.1506
N -3.783 4.054 -2.400 0.1360
N 0.324 0.547 -0.976 -0.2906
N 2.093 -4.718 1.442 0.1570
N 1.601 -5.725 -0.524 0.1483
N 0.816 3.414 1.736 0.1712
N -1.408 -2.844 -0.264 0.1867
N -3.267 -3.805 0.599 0.1356
C 1.444 -0.211 -0.237 -0.3471
C 1.243 0.147 1.357 -0.2514
C 1.975 -4.598 0.108 -0.7304
C -1.938 -3.884 0.405 -0.7238
C 1.080 4.730 1.829 -0.7261
C -2.833 3.116 -2.572 -0.7151
C 1.005 1.866 -1.353 -0.3194
H 0.135 2.658 -1.456 0.0376
H -2.621 1.128 -2.840 0.1065
H 2.961 4.329 2.624 0.0930
H 1.044 -0.887 1.904 0.0935
H -0.086 3.152 1.361 0.1066
H 1.458 2.692 2.016 0.0534
H 1.470 1.694 -2.419 0.0456
H 2.495 0.066 -0.672 0.0903
H -1.944 -2.061 -0.600 0.0947
H -3.705 -4.568 1.099 0.1011
H -4.280 1.625 -2.686 0.0860
H 1.799 2.148 -0.524 0.0386
H 2.531 6.001 2.421 0.0996
H 1.920 -5.572 1.946 0.0941
H 3.123 0.989 1.210 0.0935
H -3.471 5.010 -2.293 0.1079
H -3.836 -3.040 0.279 0.0929
H 1.501 -5.678 -1.530 0.1095
H 1.271 -1.354 -0.419 0.0487
H -0.411 -2.864 -0.431 0.0861
H 2.372 -3.893 1.956 0.1110
H 1.420 -6.597 -0.056 0.0933
H 0.273 0.810 1.563 0.0966
H -4.768 3.855 -2.372 0.0862
```

Properties
**M**: 314.33 g mol⁻¹
**Net charge**: -1
**Multiplicity**: 1
**Orbital gap**: 3.982 eV

***

Entry 2:
Computed, not measured: C3F4IO2 as an isolated structure at a distorted geometry, with wB97M-V/def2-TZVPD.

Geometry as XYZ:
```
10
Properties=species:S:1:pos:R:3:lowdin_charge:R:1
I 0.053 -2.336 0.637 0.6375
F 2.302 1.127 0.358 0.0045
F 2.088 -0.551 -1.065 0.0249
F -0.474 0.339 -0.407 -0.2095
F 2.505 -0.882 1.068 -0.0110
O -2.651 1.813 -1.137 0.1576
O -3.075 -0.036 0.122 0.2281
C 1.745 -0.169 0.215 -0.7648
C -2.773 0.851 -0.473 -0.4937
C 0.280 -0.157 0.682 -0.5737
```

Properties
**M**: 270.93 g mol⁻¹
**Net charge**: -1
**Multiplicity**: 1
**Orbital gap**: 6.879 eV

***

Entry 3:
Computed, not measured: one molecule with the formula C5H6O2 at a distorted geometry, with wB97M-V/def2-TZVPD.

Geometry as XYZ:
```
13
Properties=species:S:1:pos:R:3:lowdin_charge:R:1
O -2.012 1.544 -1.514 0.1494
O -0.644 0.738 0.443 -0.1531
C 0.114 -0.416 0.640 -0.3088
C -1.379 0.626 -1.116 -0.2590
C 1.276 0.824 1.152 0.0215
C -0.077 -1.250 -0.553 -0.0045
C -0.883 -0.668 -1.490 -0.0072
H 1.804 0.208 1.851 0.0322
H 1.865 1.120 0.289 0.0653
H 0.261 -2.283 -0.607 0.1156
H -1.311 -1.164 -2.356 0.1187
H 0.069 -1.020 1.570 0.1393
H 0.917 1.739 1.692 0.0906
```

Properties
**M**: 98.10 g mol⁻¹
**Multiplicity**: 1
**Orbital gap (spin up / spin down)**: 8.340 / 8.341 eV
**ΔE to the lowest compared entry with this formula, charge and spin**: 81.28 kcal/mol

***

Entry 4:
Computed, not measured: one molecule with the formula C4H12N2O at a distorted geometry, with wB97M-V/def2-TZVPD.

Geometry as XYZ:
```
19
Properties=species:S:1:pos:R:3:lowdin_charge:R:1
O 0.727 1.165 1.481 -0.0651
N -1.039 -0.146 -2.228 -0.0389
N 1.501 -0.005 -1.124 0.0291
C -0.741 -0.535 2.015 -0.0565
C -1.075 -0.012 -0.758 -0.2587
C 0.502 -0.212 1.208 -0.3925
C 0.356 -0.436 -0.329 -0.3721
H -1.123 -1.492 1.879 0.0613
H -0.699 -0.184 3.000 0.0690
H 1.497 1.035 -1.403 0.1147
H 1.455 -0.447 -2.061 0.0693
H -0.095 -0.012 -2.664 0.0549
H 0.205 -1.552 -0.345 0.1572
H -1.897 -0.644 -0.351 0.1140
H -1.285 1.027 -0.473 0.1078
H 0.806 1.749 0.672 0.1097
H -1.642 -0.070 1.576 0.0742
H -1.847 0.347 -2.646 0.0770
H 1.327 -0.843 1.617 0.1456
```

Properties
**M**: 104.15 g mol⁻¹
**Multiplicity**: 1
**Orbital gap**: 9.857 eV
**ΔE to the lowest compared entry with this formula, charge and spin**: 53.85 kcal/mol

***

Entry 5:
Computed, not measured: one molecule with the formula C5H6N2OS at a distorted geometry, with wB97M-V/def2-TZVPD.

Geometry as XYZ:
```
15
Properties=species:S:1:pos:R:3:lowdin_charge:R:1
S -2.629 -1.466 0.907 0.8029
O 0.871 -1.621 -1.228 0.0651
N -0.856 1.245 0.851 0.1588
N 1.049 0.545 -0.363 0.1854
C -2.667 0.001 1.908 -0.4540
C -1.795 1.036 1.826 -0.2086
C 2.686 -0.194 -1.963 -0.0073
C 0.064 0.752 0.298 -0.1734
C 1.359 -0.497 -1.205 -0.4825
H 2.889 -1.016 -2.609 0.0582
H 3.553 -0.311 -1.222 0.1124
H -2.079 1.799 2.418 0.0656
H 2.676 0.746 -2.423 0.0494
H -3.290 -0.010 2.760 0.0450
H -1.831 -1.008 0.044 -0.2170
```

Properties
**M**: 142.18 g mol⁻¹
**Multiplicity**: 1
**Orbital gap**: 8.942 eV
**ΔE to the lowest compared entry with this formula, charge and spin**: 43.35 kcal/mol

***

Entry 6:
Computed, not measured: a 2-piece molecular cluster, C3H8N5 overall at a distorted geometry, with wB97M-V/def2-TZVPD.

Geometry as XYZ:
```
16
Properties=species:S:1:pos:R:3:lowdin_charge:R:1
N 3.028 -0.285 -0.047 0.0543
N -0.337 0.910 0.731 0.0159
N -1.368 -1.387 -0.060 0.1245
N 0.392 -0.144 0.737 0.0389
N 2.114 0.387 -0.318 0.1443
C -0.129 -1.231 0.213 -0.2489
C -1.253 1.016 -0.379 -0.1378
C -2.187 -0.185 -0.089 -0.1695
H 0.169 1.661 1.080 0.1395
H -3.058 -0.276 -0.876 0.1750
H 3.332 -0.872 0.726 0.1549
H 3.828 -0.236 -0.699 0.1518
H -1.903 1.970 -0.406 0.1560
H 0.529 -2.028 -0.115 0.1263
H -0.670 0.929 -1.411 0.1684
H -2.486 -0.225 0.911 0.1064
```

Properties
**M**: 114.13 g mol⁻¹
**Net charge**: +1
**Multiplicity**: 1
**Orbital gap (spin up / spin down)**: 7.672 / 7.217 eV
**ΔE to the lowest compared entry with this formula, charge and spin**: 145.14 kcal/mol